Record 1
One molecule with the formula C29H28N4O at a distorted geometry. Source: the OMol25 dataset; level of theory: ωB97M-V/def2-TZVPD.

Cartesian coordinates (Å):
C1 3.37 -3.32 -4.82
C2 2.55 -3.21 -3.56
C3 3.19 -3.00 -2.33
C4 2.45 -2.92 -1.14
C5 3.14 -2.70 0.16
C6 1.06 -3.04 -1.20
N1 0.28 -3.02 0.00
C7 -0.32 -4.14 0.57
C8 -0.91 -3.75 1.71
N2 -0.70 -2.38 1.84
C9 -1.24 -1.58 2.93
C10 0.05 -1.95 0.81
C11 0.22 -0.58 0.38
O1 0.06 -0.32 -0.84
C12 0.53 0.42 1.38
C13 0.23 1.75 1.21
C14 0.29 2.71 2.29
C15 -0.18 4.05 2.24
C16 -0.23 4.85 3.37
C17 0.19 4.38 4.63
C18 0.69 3.09 4.70
C19 0.76 2.28 3.58
N3 -0.40 2.81 -0.08
C20 0.28 3.23 -1.31
N4 -0.47 3.79 -2.20
C21 -1.79 3.71 -1.73
C22 -2.97 4.19 -2.30
C23 -4.15 4.02 -1.57
C24 -4.16 3.35 -0.33
C25 -2.96 2.85 0.21
C26 -1.78 3.12 -0.47
C27 0.40 -3.21 -2.42
C28 -1.09 -3.24 -2.46
C29 1.16 -3.30 -3.59
H1 2.73 -3.55 -5.68
H2 3.91 -2.39 -5.03
H3 4.13 -4.12 -4.73
H4 4.28 -2.91 -2.29
H5 2.76 -3.37 0.95
H6 4.21 -2.90 0.04
H7 3.04 -1.67 0.51
H8 -0.30 -5.11 0.12
H9 -1.50 -4.28 2.43
H10 -2.06 -2.16 3.37
H11 -0.50 -1.41 3.71
H12 -1.64 -0.62 2.57
H13 0.97 0.08 2.34
H14 -0.52 4.43 1.28
H15 -0.60 5.86 3.29
H16 0.15 5.01 5.53
H17 1.03 2.70 5.65
H18 1.18 1.30 3.73
H19 -0.35 1.61 -0.21
H20 1.35 3.05 -1.39
H21 -2.89 4.72 -3.24
H22 -5.08 4.42 -1.98
H23 -5.11 3.24 0.20
H24 -2.93 2.29 1.16
H25 -1.41 -3.32 -3.50
H26 -1.51 -4.10 -1.91
H27 -1.51 -2.32 -2.04
H28 0.64 -3.44 -4.55

For the total energy, the calculation gives -38529.1186 eV. The value obtained for the orbital gap is 0.203 Ha. As for the total charge: 0. The value obtained for the max |F| is 0.103 hartree/bohr. Its SMILES is Cc1cc(C)c(N2C=CN(C)/C2=C([O-])\C=C(\c2ccccc2)[N@H+]2C=Nc3ccccc32)c(C)c1. For the HOMO energy, the calculation gives -0.1843 hartree.

---

Record 2
C29H28N6O7V as an isolated structure at a distorted geometry. Source: the OMol25 dataset; level of theory: ωB97M-V/def2-TZVPD.

Cartesian coordinates (Å):
V1 0.21 -0.85 -0.11
C1 -3.58 -0.65 -1.24
C2 -3.24 0.85 -1.32
C3 -1.74 1.17 -1.41
N1 -1.05 0.74 -0.18
C4 -1.12 1.55 0.93
C5 -1.56 2.90 0.96
C6 -1.87 3.68 2.05
C7 -1.65 3.39 3.39
C8 -1.09 2.28 4.01
C9 -0.90 1.01 3.43
C10 -0.47 0.83 2.11
N2 0.46 -0.12 1.74
C11 1.64 -0.49 2.57
C12 1.78 -2.00 2.68
C13 2.11 -2.58 1.25
N3 0.92 -2.61 0.40
C14 0.18 -3.71 0.19
C15 0.46 -4.91 0.78
C16 -0.19 -6.14 0.65
C17 -1.45 -6.41 0.20
C18 -2.33 -5.45 -0.30
C19 -2.18 -4.18 -0.80
C20 -1.04 -3.36 -0.63
N4 -0.96 -2.06 -1.12
C21 -1.54 -1.77 -2.44
C22 -3.03 -1.54 -2.43
H1 -3.22 -1.10 -0.35
H2 -4.65 -0.72 -1.25
H3 -3.84 1.26 -2.14
H4 -3.59 1.30 -0.36
H5 -1.24 0.73 -2.27
H6 -1.61 2.28 -1.57
H7 -1.83 3.34 -0.03
H8 -2.27 4.66 1.73
H9 -1.83 4.23 4.06
H10 -0.75 2.46 5.03
H11 -0.89 0.13 4.08
H12 2.49 -0.01 2.04
H13 1.60 0.06 3.54
H14 2.59 -2.27 3.35
H15 0.83 -2.44 2.99
H16 2.88 -1.94 0.79
H17 2.54 -3.60 1.26
H18 1.34 -4.96 1.43
H19 0.46 -6.98 0.90
H20 -1.80 -7.43 0.18
H21 -3.41 -5.79 -0.42
H22 -3.00 -3.68 -1.30
H23 -0.99 -0.96 -2.89
H24 -1.30 -2.65 -3.11
H25 -3.24 -1.02 -3.37
H26 -3.58 -2.48 -2.52
O1 3.69 -0.34 -0.79
C23 2.76 0.29 -1.26
O2 1.58 -0.16 -1.48
C24 2.83 1.83 -1.48
C25 4.02 2.50 -1.24
C26 4.09 3.90 -1.31
C27 2.98 4.72 -1.54
C28 1.75 4.03 -1.65
C29 1.56 2.54 -1.90
O3 0.56 2.13 -2.43
N5 0.58 4.77 -1.50
O4 -0.54 4.29 -1.89
O5 0.59 5.83 -0.87
N6 5.38 4.48 -1.11
O6 5.44 5.71 -0.85
O7 6.37 3.79 -1.38
H27 4.88 1.87 -0.99
H28 3.06 5.82 -1.48

For the relative energy (zero: lowest compared OMol25 entry of this formula, charge and spin), the calculation gives 86.7 kJ/mol. For the total energy, the calculation gives -79482.7919 eV. The value obtained for the orbital gap (alpha / beta) is 0.225 / 0.224 Ha. As for the total charge: -1. The value obtained for the max |F| is 0.076 hartree/bohr. The expectation value of S² is 2.0174. For the HOMO energy (alpha / beta), the calculation gives -0.1738 / -0.1738 hartree. Its multiplicity is 3.

---

Record 3
C29H29BBr2N6O2SbSn as an isolated structure at a distorted geometry. Source: the OMol25 dataset; level of theory: ωB97M-V/def2-TZVPD.

Cartesian coordinates (Å):
Sn1 0.20 -0.14 -0.45
C1 2.16 -1.52 -4.14
C2 1.15 -1.65 -3.19
N1 0.94 -0.47 -2.60
N2 1.80 0.42 -3.13
C3 2.55 -0.19 -4.07
B1 1.79 1.90 -2.70
N3 2.36 2.03 -1.26
C4 3.35 2.82 -0.81
C5 3.39 2.73 0.57
C6 2.37 1.85 0.90
N4 1.76 1.44 -0.21
N5 0.34 2.39 -2.60
C7 -0.22 3.46 -3.19
C8 -1.46 3.66 -2.62
C9 -1.58 2.64 -1.67
N6 -0.49 1.88 -1.68
H1 2.55 -2.28 -4.80
H2 0.57 -2.51 -2.92
H3 3.30 0.35 -4.62
H4 2.42 2.56 -3.47
H5 3.97 3.38 -1.50
H6 4.07 3.24 1.23
H7 2.03 1.51 1.87
H8 0.29 4.00 -3.97
H9 -2.18 4.44 -2.84
H10 -2.38 2.45 -0.98
Br1 -0.91 -2.95 1.03
C10 0.87 -3.39 1.51
C11 1.01 -4.46 2.35
C12 2.29 -4.94 2.66
C13 3.38 -4.34 2.11
C14 3.25 -3.22 1.26
C15 4.41 -2.66 0.67
C16 4.32 -1.62 -0.20
C17 3.06 -1.06 -0.48
C18 1.91 -1.52 0.11
C19 1.96 -2.68 0.95
H11 0.14 -4.95 2.74
H12 2.40 -5.79 3.32
H13 4.38 -4.72 2.30
H14 5.37 -3.09 0.92
H15 5.20 -1.22 -0.67
H16 3.04 -0.23 -1.17
Br2 -0.71 3.29 2.16
C20 -1.82 2.37 3.39
C21 -2.35 3.10 4.44
C22 -3.24 2.49 5.32
C23 -3.61 1.16 5.14
C24 -3.09 0.45 4.08
C25 -2.17 1.03 3.20
C26 -1.70 0.23 2.03
O1 -2.58 -0.44 1.42
O2 -0.49 0.26 1.70
H17 -2.09 4.14 4.57
H18 -3.65 3.06 6.14
H19 -4.32 0.70 5.81
H20 -3.37 -0.58 3.91
C27 -3.50 -2.47 -0.67
Sb1 -2.72 -0.51 -0.85
C28 -2.60 -0.26 -3.00
C29 -4.40 0.71 -0.43
H21 -4.48 -2.48 -1.14
H22 -3.58 -2.70 0.39
H23 -2.84 -3.18 -1.15
H24 -3.51 -0.67 -3.43
H25 -1.73 -0.78 -3.38
H26 -2.53 0.80 -3.23
H27 -5.10 0.65 -1.26
H28 -4.11 1.75 -0.27
H29 -4.84 0.32 0.49

For the relative energy (zero: lowest compared OMol25 entry of this formula, charge and spin), the calculation gives 102.9 kJ/mol. For the total energy, the calculation gives -196705.8931 eV. The value obtained for the orbital gap is 0.270 Ha. As for the total charge: +1. The value obtained for the max |F| is 0.026 hartree/bohr. For the HOMO energy, the calculation gives -0.3897 hartree.

---

Record 4
C29H29BF4N4PRuSTe4 as an isolated structure at a distorted geometry. Source: the OMol25 dataset; level of theory: ωB97M-V/def2-TZVPD.

Cartesian coordinates (Å):
Ru1 0.64 0.59 -1.82
Te1 -1.16 0.45 -0.02
Te2 0.36 0.05 2.13
Te3 -4.42 1.25 4.92
Te4 -2.53 0.65 2.89
C1 5.50 -0.89 -0.80
C2 5.22 -0.01 0.40
C3 6.32 0.37 1.17
C4 6.19 1.12 2.33
C5 4.93 1.49 2.75
C6 3.82 1.13 1.99
C7 3.94 0.40 0.82
P1 2.40 0.10 -0.20
C8 3.06 0.41 -1.96
C9 2.91 -0.62 -2.93
C10 2.89 -0.38 -4.29
C11 3.02 0.93 -4.75
C12 3.29 1.93 -3.84
C13 3.36 1.70 -2.46
C14 4.00 2.77 -1.62
C15 2.30 -1.73 -0.04
C16 3.00 -2.47 0.91
C17 2.77 -3.82 1.07
C18 1.82 -4.46 0.28
C19 1.09 -3.72 -0.64
C20 1.31 -2.35 -0.82
C21 0.46 -1.57 -1.78
H1 6.41 -1.47 -0.62
H2 5.64 -0.29 -1.70
H3 4.69 -1.59 -0.99
H4 7.31 0.04 0.85
H5 7.07 1.41 2.89
H6 4.78 2.07 3.65
H7 2.85 1.46 2.32
H8 2.89 -1.64 -2.57
H9 2.78 -1.20 -4.98
H10 2.97 1.15 -5.81
H11 3.49 2.94 -4.19
H12 3.48 3.73 -1.73
H13 5.03 2.89 -1.96
H14 4.02 2.53 -0.56
H15 3.72 -1.97 1.55
H16 3.32 -4.38 1.82
H17 1.64 -5.52 0.39
H18 0.33 -4.20 -1.24
H19 -0.58 -1.90 -1.72
H20 0.74 -1.86 -2.80
F1 2.10 2.84 0.50
B1 2.42 4.00 1.24
F2 1.87 5.13 0.62
F3 1.85 3.86 2.53
F4 3.81 4.14 1.36
S1 -1.47 0.56 -2.98
C22 -1.03 0.41 -4.69
C23 -0.44 1.49 -5.35
C24 -0.08 1.40 -6.69
C25 -0.29 0.22 -7.39
C26 -0.88 -0.86 -6.75
C27 -1.26 -0.76 -5.41
H21 -0.27 2.41 -4.79
H22 0.37 2.25 -7.18
H23 0.01 0.14 -8.43
H24 -1.06 -1.78 -7.28
H25 -1.73 -1.60 -4.91
N1 -2.99 3.95 1.14
C28 -1.66 3.98 0.88
N2 -0.84 3.77 1.90
N3 -1.28 4.28 -0.35
C29 -0.41 3.63 -1.04
N4 0.24 2.96 -1.74
H26 -3.31 3.46 1.96
H27 -3.58 3.94 0.33
H28 -1.20 3.31 2.73
H29 0.16 3.71 1.76

For the relative energy (zero: lowest compared OMol25 entry of this formula, charge and spin), the calculation gives 295.2 kJ/mol. For the total energy, the calculation gives -99936.9195 eV. The value obtained for the orbital gap (alpha / beta) is 0.159 / 0.192 Ha. As for the total charge: -2. The value obtained for the max |F| is 0.032 hartree/bohr. The expectation value of S² is 8.8153. For the HOMO energy (alpha / beta), the calculation gives -0.0229 / -0.0800 hartree. Its multiplicity is 6.

---

Record 5
C29H29BN9O2S3Sn as an isolated structure at a distorted geometry. Source: the OMol25 dataset; level of theory: ωB97M-V/def2-TZVPD.

Cartesian coordinates (Å):
Sn1 0.31 -0.17 0.04
C1 0.00 -4.71 1.60
N1 -0.19 -3.65 2.55
C2 -1.06 -3.71 3.61
C3 -0.87 -2.59 4.34
N2 0.11 -1.85 3.76
B1 0.72 -0.68 4.59
N3 1.69 0.23 3.79
C4 3.00 0.43 4.14
C5 3.43 1.59 3.58
N4 2.38 2.09 2.85
C6 2.31 3.39 2.26
C7 1.34 1.23 2.98
S1 -0.15 1.42 2.18
C8 0.50 -2.49 2.66
S2 1.67 -2.01 1.51
H1 -0.01 -5.66 2.12
H2 0.96 -4.58 1.10
H3 -0.80 -4.71 0.86
H4 -1.74 -4.53 3.73
H5 -1.34 -2.26 5.24
H6 1.35 -1.17 5.47
H7 -0.18 0.00 4.96
H8 3.51 -0.26 4.77
H9 4.37 2.09 3.64
H10 3.31 3.73 1.99
H11 1.88 4.10 2.97
H12 1.66 3.37 1.38
O1 2.57 1.30 -0.46
C9 2.77 1.79 -1.77
C10 2.03 3.09 -2.04
C11 0.51 2.94 -1.99
C12 0.03 1.95 -3.01
C13 -0.38 2.36 -4.27
C14 -0.75 1.40 -5.20
C15 -0.68 0.06 -4.84
C16 -0.26 -0.25 -3.56
N5 0.07 0.67 -2.66
H13 2.98 1.90 0.17
H14 2.41 1.00 -2.43
H15 3.85 1.92 -1.95
H16 2.32 3.47 -3.02
H17 2.33 3.84 -1.30
H18 0.05 3.91 -2.16
H19 0.21 2.58 -1.00
H20 -0.41 3.41 -4.51
H21 -1.09 1.69 -6.19
H22 -0.94 -0.72 -5.54
H23 -0.18 -1.27 -3.23
S3 -7.10 -2.88 -2.10
N6 -6.63 -1.48 -1.46
C17 -5.32 -1.49 -1.32
C18 -4.50 -0.44 -0.79
C19 -5.03 0.79 -0.39
C20 -4.17 1.75 0.11
C21 -2.81 1.45 0.18
N7 -2.30 0.29 -0.20
C22 -3.11 -0.66 -0.68
C23 -2.53 -1.92 -1.09
N8 -1.21 -2.10 -0.92
C24 -0.66 -3.23 -1.31
C25 -1.36 -4.25 -1.94
C26 -2.71 -4.10 -2.13
C27 -3.32 -2.92 -1.68
C28 -4.73 -2.71 -1.78
N9 -5.64 -3.55 -2.24
H24 -6.09 0.95 -0.46
H25 -4.52 2.71 0.43
H26 -2.11 2.16 0.57
H27 0.40 -3.30 -1.13
H28 -0.84 -5.14 -2.26
H29 -3.33 -4.85 -2.61
O2 3.31 -1.69 -1.13
C29 2.20 -1.68 -1.28

For the relative energy (zero: lowest compared OMol25 entry of this formula, charge and spin), the calculation gives 5.6 kJ/mol. For the total energy, the calculation gives -87061.6293 eV. The value obtained for the orbital gap is 0.227 Ha. As for the total charge: +1. The value obtained for the max |F| is 0.024 hartree/bohr. For the HOMO energy, the calculation gives -0.3431 hartree.

---

Record 6
C29H29BeN2O3S2 as an isolated structure at a distorted geometry. Source: the OMol25 dataset; level of theory: ωB97M-V/def2-TZVPD.

Cartesian coordinates (Å):
C1 2.91 0.76 1.50
C2 2.31 -0.11 0.57
C3 1.74 0.74 -0.44
H1 2.32 -1.20 0.63
C4 1.80 2.13 0.00
C5 2.54 2.08 1.24
H2 1.65 3.03 -0.65
C6 -0.99 -2.70 2.01
C7 0.11 -3.26 1.30
C8 -0.12 -3.08 -0.08
H3 1.00 -3.75 1.71
C9 -1.33 -2.36 -0.25
C10 -1.88 -2.14 1.06
H4 1.48 0.48 -1.46
H5 2.94 2.93 1.77
H6 3.69 0.46 2.18
H7 -2.82 -1.61 1.29
H8 0.47 -3.41 -0.93
H9 -1.12 -2.69 3.09
Be1 -0.06 1.16 0.59
C11 -1.56 -1.63 -1.56
C12 -3.05 -1.18 -1.59
C13 -1.15 -2.59 -2.72
H10 -3.76 -2.06 -1.47
H11 -3.30 -0.74 -2.56
H12 -3.28 -0.41 -0.83
H13 -1.69 -3.57 -2.69
H14 -0.05 -2.77 -2.70
H15 -1.40 -2.09 -3.67
C14 -0.50 -0.47 -1.47
C15 -0.95 0.95 -1.66
H16 0.30 -0.60 -2.23
H17 -0.12 -0.53 -0.37
O1 -1.07 1.75 -0.63
N1 -1.27 1.47 -2.96
C16 -0.25 2.60 -3.43
H18 -2.20 1.94 -2.90
C17 0.99 1.88 -3.88
C18 2.17 2.58 -3.60
H19 2.05 3.59 -3.17
C19 3.39 1.97 -3.86
H20 4.28 2.51 -3.56
C20 3.41 0.73 -4.51
H21 4.37 0.27 -4.73
C21 2.23 0.06 -4.86
H22 2.26 -0.89 -5.39
C22 1.00 0.61 -4.49
H23 0.05 0.10 -4.70
H24 0.04 3.34 -2.61
H25 -0.68 3.22 -4.28
O2 1.89 1.25 3.92
S1 1.05 0.12 3.59
O3 1.62 -1.20 3.45
N2 0.00 0.48 2.21
C23 -1.23 0.81 2.67
S2 -2.23 1.28 1.46
C24 -1.50 0.56 4.02
C25 -2.77 0.41 4.61
C26 -2.78 -0.05 5.93
C27 -1.62 -0.34 6.67
C28 -0.38 -0.21 6.04
C29 -0.35 0.14 4.70
H26 -3.68 0.64 4.03
H27 -3.75 -0.20 6.40
H28 -1.72 -0.75 7.68
H29 0.53 -0.47 6.56

For the relative energy (zero: lowest compared OMol25 entry of this formula, charge and spin), the calculation gives 403.9 kJ/mol. For the total energy, the calculation gives -61735.6418 eV. The value obtained for the orbital gap is 0.184 Ha. As for the total charge: -1. The value obtained for the max |F| is 0.108 hartree/bohr. For the HOMO energy, the calculation gives -0.1057 hartree.

---

Record 7
C29H29Cl2F3N8O2PSW as an isolated structure at a distorted geometry. Source: the OMol25 dataset; level of theory: ωB97M-V/def2-TZVPD.

Cartesian coordinates (Å):
W1 -0.24 -0.38 0.82
S1 2.26 -0.95 1.27
C1 2.88 0.59 0.63
N1 4.19 0.68 0.61
N2 4.84 1.83 0.53
C2 4.55 3.02 1.14
C3 5.27 4.17 0.76
C4 4.99 5.38 1.36
C5 4.00 5.48 2.33
C6 3.31 4.34 2.72
C7 3.58 3.12 2.14
N3 2.06 1.51 0.17
N4 0.74 1.17 0.06
C8 0.00 2.24 -0.53
C9 -0.47 2.08 -1.83
C10 -1.19 3.11 -2.43
C11 -1.42 4.29 -1.74
C12 -0.93 4.45 -0.45
C13 -0.20 3.44 0.15
H1 5.74 1.75 0.05
H2 6.03 4.10 0.00
H3 5.54 6.26 1.06
H4 3.79 6.43 2.79
H5 2.56 4.40 3.50
H6 3.08 2.24 2.49
H7 -0.22 1.18 -2.38
H8 -1.55 2.99 -3.44
H9 -1.98 5.09 -2.20
H10 -1.10 5.37 0.08
H11 0.22 3.56 1.14
C14 -5.00 1.08 -2.01
N5 -4.41 -0.16 -2.49
C15 -5.03 -1.28 -1.82
N6 -4.91 -1.18 -0.38
C16 -5.51 0.06 0.08
N7 -4.92 1.22 -0.57
C17 -3.57 1.47 -0.14
P1 -2.41 0.05 -0.60
C18 -2.98 -0.16 -2.39
C19 -3.54 -1.32 0.06
H12 -6.06 1.09 -2.30
H13 -4.49 1.93 -2.48
H14 -4.58 -2.22 -2.16
H15 -6.10 -1.29 -2.07
H16 -5.38 0.15 1.16
H17 -6.57 0.03 -0.16
H18 -3.54 1.57 0.95
H19 -3.21 2.40 -0.59
H20 -2.60 -1.12 -2.77
H21 -2.59 0.64 -3.02
H22 -3.52 -1.30 1.16
H23 -3.14 -2.28 -0.28
O1 -1.73 0.34 1.84
N8 -1.21 -0.77 2.44
O2 -1.23 -1.79 1.53
F1 3.49 -8.50 -1.93
C20 3.36 -7.81 -0.79
F2 4.59 -7.69 -0.27
F3 2.67 -8.60 0.05
C21 2.68 -6.48 -0.98
C22 3.29 -5.31 -0.54
C23 2.61 -4.12 -0.63
C24 1.31 -4.09 -1.15
C25 0.73 -5.25 -1.65
C26 1.42 -6.45 -1.56
C27 0.62 -2.85 -1.00
C28 0.17 -1.76 -0.72
H24 4.28 -5.34 -0.12
H25 3.05 -3.20 -0.26
H26 -0.26 -5.22 -2.08
H27 0.97 -7.36 -1.93
Cl1 0.86 -1.63 3.97
C29 0.56 0.04 4.52
Cl2 0.69 1.14 3.13
H28 1.31 0.31 5.25
H29 -0.46 0.11 4.89

For the relative energy (zero: lowest compared OMol25 entry of this formula, charge and spin), the calculation gives 353.8 kJ/mol. For the total energy, the calculation gives -101692.5445 eV. The value obtained for the orbital gap (alpha / beta) is 0.226 / 0.191 Ha. As for the total charge: +1. The value obtained for the max |F| is 0.076 hartree/bohr. The expectation value of S² is 2.0309. For the HOMO energy (alpha / beta), the calculation gives -0.3948 / -0.4033 hartree. Its multiplicity is 3.